# 1
This record from the Open Molecules 2025 dataset describes a cluster of 2 separate species, C4H14N2O in total. The level of theory is ωB97M-V/def2-TZVPD.

The geometry in XYZ format:
```
21
Properties=species:S:1:pos:R:3:forces:R:3:nbo_charge:R:1
C 2.9676 1.6524 1.1520 -0.617 -0.251 -1.141 -0.405
N 1.7408 1.0233 0.6705 0.377 -0.378 0.768 -0.659
C 1.8130 -0.0207 -0.3554 -0.322 1.125 0.276 -0.220
C 0.4810 -0.7362 -0.4529 0.056 -0.071 -0.647 -0.300
N -0.4504 0.0396 -1.3191 0.733 -0.991 0.755 -0.637
C -1.6504 -0.7555 -1.5980 -0.417 0.831 -0.355 -0.676
H 2.8440 2.7252 1.0058 0.429 0.184 0.350 0.181
H 3.7984 1.3238 0.5231 0.190 0.119 0.066 0.176
H 3.2031 1.4078 2.1856 -0.030 0.064 0.195 0.176
H 1.0016 1.6918 0.5865 -0.280 -0.019 -0.358 0.357
H 1.9780 0.4126 -1.3519 0.414 -0.147 -0.064 0.169
H 2.6521 -0.6503 -0.0641 -0.097 -0.316 -0.138 0.181
H 0.6136 -1.7051 -0.9413 0.005 -0.018 0.088 0.183
H 0.1000 -0.8968 0.5603 -0.196 -0.139 -0.061 0.180
H -0.7028 0.8354 -0.7542 -0.502 0.295 -0.057 0.332
H -2.3853 -0.0729 -2.0417 -0.056 -0.184 0.051 0.185
H -1.4583 -1.5242 -2.3491 0.247 -0.071 0.109 0.171
H -2.1228 -1.2086 -0.7241 0.060 -0.065 0.161 0.130
H -5.3691 -1.3921 1.2702 -0.214 -0.077 -0.312 0.359
H -4.0958 -1.3041 2.0449 -0.043 0.250 -0.003 0.323
O -4.9583 -0.8453 1.9524 0.263 -0.142 0.316 -1.206
```
Positions in Å, forces in eV/Å.

Computed properties:
2S+1 ... 2
Energy relative to the best compared isomer or geometry (same formula, charge and spin) ... 91.2 kJ/mol
LUMO (spin up / spin down) ... 3.28 / 3.22 eV
HOMO-LUMO gap (spin up / spin down) ... 0.079 / 0.330 Eh
Net charge ... -1
HOMO energy (spin up / spin down) ... 1.14 / -5.77 eV


# 2
This record from the Open Molecules 2025 dataset describes a cluster of 3 separate species, C24H48N2O7P in total. The level of theory is ωB97M-V/def2-TZVPD.

The geometry in XYZ format:
```
82
Properties=species:S:1:pos:R:3:forces:R:3:lowdin_spin:R:1
O 1.6844 1.6863 -5.1853 0.286 0.384 -0.456 0.000
C 2.0851 2.3843 -6.0626 -0.456 -0.594 0.652 0.000
O 2.7375 3.5793 -5.8124 -0.069 0.221 -0.315 0.000
C 1.8093 4.6126 -5.5256 0.180 -0.189 0.194 0.000
C 2.6263 5.8643 -5.2245 -0.304 -0.093 0.262 0.000
P 1.6304 7.3382 -5.1529 0.097 -0.226 0.102 0.000
O 1.1820 7.8192 -6.5845 -0.235 -0.041 0.063 0.000
C 0.2343 7.2091 -4.0185 0.085 0.247 0.077 0.000
C -1.1062 6.8728 -4.6628 -0.118 0.094 0.073 0.000
O -1.0899 5.5554 -5.1704 0.413 0.291 -0.220 0.000
C -1.8814 4.6039 -4.6076 -0.658 -0.427 -0.223 0.000
O -1.8816 3.4947 -5.0167 0.265 -0.062 0.048 0.000
H 1.9488 2.1695 -7.1280 0.229 0.013 -0.092 0.000
H 1.2260 4.3340 -4.6452 -0.133 0.002 -0.047 0.000
H 1.1174 4.7561 -6.3615 0.035 0.000 -0.052 0.000
H 3.4270 6.0179 -5.9481 0.009 0.036 -0.097 0.000
H 3.0727 5.7744 -4.2298 0.190 -0.021 -0.005 0.000
H 2.4481 8.3469 -4.6689 0.079 0.206 -0.144 0.000
H 0.4280 7.3341 -6.9586 0.117 0.106 -0.175 0.000
H 0.5280 6.4816 -3.2588 -0.152 -0.063 0.071 0.000
H 0.1414 8.1785 -3.5219 0.078 0.022 -0.018 0.000
H -1.9006 7.0357 -3.9308 0.009 -0.182 0.036 0.000
H -1.3175 7.5470 -5.4960 -0.017 0.030 0.047 0.000
H -2.5526 4.9695 -3.8220 0.090 0.211 0.218 0.000
C 0.7968 1.7540 0.5915 -0.085 0.070 -0.169 0.003
C -0.2949 0.6806 0.7637 0.367 0.458 0.170 0.026
C 0.2947 -0.7345 0.7605 -0.009 -0.278 -0.184 0.016
C 0.6848 -1.2536 -0.6221 -0.058 0.100 0.025 0.001
C -0.4962 -1.1395 -1.5847 0.137 -0.195 0.171 0.015
C -1.0479 0.2823 -1.6777 0.118 0.358 -0.450 0.025
N -1.3496 0.7858 -0.2957 -0.312 -0.907 0.266 0.374
O -2.5075 0.4028 0.1214 0.195 0.436 -0.127 0.529
C -0.0587 1.1816 -2.4339 0.044 0.076 0.124 0.004
C -2.3460 0.2927 -2.4735 -0.169 -0.091 -0.019 -0.001
C -0.9404 0.9350 2.1175 -0.108 -0.072 0.190 -0.002
H 1.0995 1.9276 -0.4344 0.033 -0.096 0.012 0.000
H 0.4436 2.7084 0.9846 -0.042 0.004 0.014 0.001
H 1.6880 1.4715 1.1524 -0.042 -0.019 0.082 0.000
H -0.4476 -1.4160 1.1871 -0.071 0.057 -0.035 0.002
H 1.1546 -0.7492 1.4334 0.011 0.000 0.038 0.002
H 1.5570 -0.7158 -1.0046 -0.020 0.038 -0.014 0.000
H 0.9842 -2.3000 -0.5415 0.036 -0.002 -0.002 0.001
H -0.2123 -1.4670 -2.5870 0.008 0.001 -0.027 0.002
H -1.2938 -1.8072 -1.2457 -0.048 0.063 0.023 0.002
H -0.3484 2.2317 -2.3422 -0.009 -0.001 0.010 0.002
H -0.0677 0.9206 -3.4898 -0.109 -0.038 -0.019 0.000
H 0.9728 1.0770 -2.1082 0.001 -0.031 0.013 0.000
H -3.0812 -0.3940 -2.0636 0.012 0.030 0.049 0.000
H -2.1315 -0.0053 -3.4994 0.041 0.018 -0.036 0.000
H -2.7855 1.2913 -2.4880 0.010 0.003 -0.003 0.000
H -1.4800 1.8823 2.1309 0.011 -0.006 -0.048 0.000
H -0.1535 0.9771 2.8722 0.056 0.023 0.006 0.000
H -1.6333 0.1448 2.3947 -0.030 0.028 -0.037 0.000
C -0.9256 -4.0657 2.8884 -0.100 -0.131 0.079 0.003
C -0.3348 -3.7120 4.2669 -0.304 0.092 -0.557 0.026
C 1.1952 -3.8035 4.2669 0.244 -0.163 0.152 0.017
C 1.7401 -5.2297 4.3195 -0.104 0.029 0.013 0.001
C 1.1335 -5.9875 5.4999 0.240 0.143 -0.059 0.016
C -0.3944 -5.9980 5.4741 -0.301 -0.458 -0.240 0.025
N -0.8887 -4.5856 5.3491 0.752 0.333 0.614 0.379
O -0.9420 -3.9824 6.4869 -0.317 -0.160 -0.322 0.525
C -0.8932 -6.9061 4.3377 -0.049 0.111 -0.028 0.003
C -0.9438 -6.5706 6.7729 0.033 -0.005 0.194 -0.001
C -0.7422 -2.2740 4.5530 0.058 0.208 0.087 -0.001
H -1.0326 -5.1271 2.7028 0.086 0.003 0.001 0.000
H -1.9188 -3.6270 2.7840 -0.018 0.011 0.031 0.001
H -0.2934 -3.6579 2.0978 0.013 0.075 0.036 0.000
H 1.5736 -3.2583 5.1371 -0.076 -0.022 0.048 0.002
H 1.5698 -3.2810 3.3838 0.001 0.029 -0.022 0.002
H 1.5464 -5.7514 3.3781 -0.049 -0.006 0.007 0.000
H 2.8251 -5.1955 4.4314 0.015 -0.011 -0.029 0.001
H 1.4851 -7.0211 5.5171 0.006 -0.030 -0.004 0.002
H 1.4710 -5.5214 6.4305 -0.077 0.031 0.016 0.002
H -1.9639 -6.7763 4.1765 -0.006 0.010 0.001 0.001
H -0.7187 -7.9447 4.6169 -0.007 -0.001 0.084 0.000
H -0.3776 -6.7525 3.3936 0.025 0.010 0.009 0.000
H -0.5629 -6.0442 7.6437 -0.022 0.045 -0.029 0.000
H -0.6465 -7.6163 6.8480 0.001 -0.043 -0.036 0.000
H -2.0326 -6.5176 6.7918 -0.005 0.005 -0.014 0.000
H -1.8213 -2.1877 4.6802 0.008 -0.028 -0.013 0.000
H -0.4418 -1.6580 3.7034 -0.014 -0.012 -0.068 0.000
H -0.2617 -1.8774 5.4440 -0.024 -0.058 0.029 0.000
```
Positions in Å, forces in eV/Å.

Computed properties:
2S+1 ... 3
LUMO (spin up / spin down) ... -3.69 / -3.69 eV
HOMO-LUMO gap (spin up / spin down) ... 0.198 / 0.240 Eh
Net charge ... +1
HOMO energy (spin up / spin down) ... -9.08 / -10.23 eV


# 3
This record from the Open Molecules 2025 dataset describes a cluster of 2 separate species, C3H8ClIN3 in total. The level of theory is ωB97M-V/def2-TZVPD.

The geometry in XYZ format:
```
16
Properties=species:S:1:pos:R:3:forces:R:3:nbo_charge:R:1
C -0.8359 -0.6662 -0.2421 -1.842 -1.474 3.268 -0.011
C 2.0577 2.0897 -0.6298 -1.129 2.039 0.591 0.049
C -1.5776 -1.0367 0.8807 2.593 3.568 -1.113 -0.015
N -0.6267 -1.4836 -1.2914 -2.998 -3.027 -1.652 -0.860
N -2.1516 -2.2027 1.2721 -0.220 -1.322 -1.423 -0.801
N 2.3755 2.4882 0.5864 2.594 -3.663 -1.637 -0.672
Cl -0.4256 0.9895 -0.4073 -0.225 1.203 0.036 -0.010
I 2.7097 0.3622 -1.6429 0.233 1.137 0.760 0.388
H 1.4243 2.8278 -1.1980 0.524 -1.170 0.412 0.250
H -1.6117 -0.1747 1.6094 -0.499 -1.260 -0.695 0.203
H 0.0854 -1.3582 -1.9721 0.120 0.123 -0.310 0.396
H -2.2621 -2.9869 0.5410 -0.085 1.873 1.936 0.405
H -2.9191 -1.9399 1.8848 -0.097 -1.163 -0.308 0.407
H 3.1277 1.9059 0.9866 -0.639 0.179 0.171 0.420
H 2.1608 3.2206 1.2200 -1.086 1.348 -0.345 0.458
H -1.5308 -2.0352 -1.5975 2.757 1.610 0.311 0.394
```
Positions in Å, forces in eV/Å.

Computed properties:
Energy relative to the best compared isomer or geometry (same formula, charge and spin) ... 216.5 kJ/mol
LUMO (spin up / spin down) ... -5.00 / -5.00 eV
HOMO-LUMO gap (spin up / spin down) ... 0.193 / 0.193 Eh
Net charge ... +1
HOMO energy (spin up / spin down) ... -10.25 / -10.25 eV


What largest force on an atom values result from the calculations? In sequence: 1.445, 1.026, 4.778 eV/A.